(1)
Below is a molecular structure, C26H33As2I2N2O2Pd, with properties calculated with wB97M-V/def2-TZVPD.

The calculation puts the lowest unoccupied orbital energy (spin up / spin down) at -2.19 / -5.09 eV. Its HOMO energy (spin up / spin down) is -8.34 / -11.57 eV.

ORCA input file:
```
! RIJCOSX wB97M-V def2-TZVPD def2/J DEFGRID3
* xyz 1 5
Pd -0.111 -0.191 0.525
I 2.934 3.468 5.748
C 2.221 1.920 4.621
C 0.842 1.634 4.643
C 0.367 0.613 3.873
I -1.652 0.311 3.676
C 1.268 -0.219 3.064
O 0.856 -1.223 2.470
C 2.664 0.198 2.985
C 3.561 -0.465 1.982
N 3.069 -0.288 0.619
C 3.249 1.020 0.004
C 2.362 2.121 0.548
C 2.943 3.320 0.941
C 2.138 4.343 1.416
C 0.773 4.140 1.486
C 0.272 2.917 1.065
N 1.039 1.933 0.600
C 3.107 1.215 3.778
H 0.172 2.235 5.243
H 3.570 -1.540 2.171
H 4.583 -0.090 2.128
H 3.520 -0.975 0.029
H 3.000 0.901 -1.054
H 4.286 1.375 0.057
H 4.016 3.440 0.878
H 2.576 5.282 1.731
H 0.100 4.903 1.850
H -0.793 2.713 1.082
H 4.148 1.511 3.737
C -3.745 -1.622 0.856
As -1.891 -2.141 0.646
C -1.796 -3.753 1.749
C -1.927 -2.850 -1.162
C -3.057 -3.466 -1.687
C -3.074 -3.892 -3.009
C -1.960 -3.699 -3.811
C -0.821 -3.099 -3.288
C -0.799 -2.683 -1.963
As 0.746 -1.864 -1.136
C 1.475 -3.363 -0.130
C 2.032 -1.768 -2.569
H -4.052 -1.058 -0.021
H -3.857 -0.997 1.739
H -4.365 -2.509 0.974
H -1.640 -4.621 1.110
H -2.728 -3.872 2.299
H -0.973 -3.667 2.455
H -3.940 -3.608 -1.075
H -3.960 -4.365 -3.412
H -1.970 -4.016 -4.846
H 0.041 -2.959 -3.928
H 1.233 -4.296 -0.635
H 1.072 -3.354 0.880
H 2.559 -3.258 -0.071
H 2.136 -2.756 -3.013
H 2.992 -1.462 -2.158
H 1.723 -1.047 -3.323
C -2.381 0.735 -2.974
O -1.391 0.421 -2.001
C -1.723 0.531 -0.665
C -2.797 1.491 -0.278
H -2.729 1.764 -2.876
H -3.235 0.054 -2.906
H -1.906 0.608 -3.944
H -3.752 1.322 -0.793
H -2.527 2.542 -0.466
H -2.995 1.399 0.792
*
```


(2)
Below is a molecular structure, C26H33Br63InO4S, with properties calculated with wB97M-V/def2-TZVPD.

The calculation puts the lowest unoccupied orbital energy at 0.42 eV. Its HOMO energy is -5.11 eV.

ORCA input file:
```
! RIJCOSX wB97M-V def2-TZVPD def2/J DEFGRID3
* xyz -1 1
O -4.024 -4.199 -4.175
C -4.659 -4.137 -3.204
O -3.994 -3.965 -1.997
C -6.159 -4.214 -3.195
C -6.879 -2.805 -3.147
C -8.108 -2.835 -4.079
In -9.844 -1.559 -3.437
C -11.095 -2.865 -2.033
S -11.819 -4.224 -2.905
O -12.910 -4.834 -2.176
O -12.123 -3.921 -4.272
H -3.947 -4.823 -1.539
H -6.557 -4.805 -2.360
H -6.478 -4.692 -4.121
H -6.153 -2.035 -3.440
H -7.141 -2.577 -2.105
H -8.495 -3.853 -4.224
H -7.798 -2.463 -5.064
H -10.802 -1.185 -4.909
H -9.397 0.009 -2.705
H -10.415 -3.331 -1.303
H -11.824 -2.288 -1.460
H -10.810 -5.159 -2.929
C -2.971 -1.162 -0.320
Br -1.989 0.258 -1.200
Br -2.512 -1.295 1.554
Br -4.868 -0.975 -0.592
H -2.672 -2.095 -0.783
C -4.826 2.455 -3.595
Br -4.522 4.281 -4.168
Br -6.689 2.053 -3.360
Br -3.981 1.202 -4.785
H -4.351 2.344 -2.628
C -3.152 5.930 -0.310
Br -4.959 6.598 -0.355
Br -2.141 6.708 1.138
Br -3.080 4.012 -0.257
H -2.677 6.239 -1.232
C -1.253 -6.639 -0.274
Br -0.509 -5.135 -1.221
Br -0.933 -6.517 1.623
Br -3.131 -6.845 -0.651
H -0.747 -7.524 -0.635
C 1.400 2.256 -2.733
Br -0.459 2.760 -2.783
Br 2.347 3.171 -1.319
Br 1.632 0.340 -2.637
H 1.838 2.580 -3.665
C 1.254 -4.419 4.466
Br 1.166 -2.629 3.759
Br -0.503 -5.181 4.646
Br 2.428 -5.550 3.426
H 1.678 -4.351 5.459
C -4.330 -0.946 -8.246
Br -4.087 -2.090 -6.712
Br -6.180 -0.449 -8.461
Br -3.170 0.601 -8.165
H -4.044 -1.506 -9.125
C 5.232 5.278 0.842
Br 3.363 5.757 0.798
Br 6.177 6.207 2.252
Br 5.483 3.369 0.951
H 5.666 5.603 -0.095
C 5.479 -1.964 3.900
Br 4.452 -0.344 3.734
Br 4.761 -3.118 5.263
Br 5.657 -2.875 2.211
H 6.475 -1.682 4.215
C 6.800 1.798 -2.593
Br 6.938 3.633 -3.175
Br 4.961 1.289 -2.337
Br 7.735 0.591 -3.772
H 7.284 1.737 -1.627
C 0.816 9.284 -0.693
Br 1.103 7.543 -1.477
Br -1.045 9.786 -0.738
Br 1.540 9.389 1.093
H 1.355 9.999 -1.298
C 8.908 -4.851 0.111
Br 9.842 -3.258 0.663
Br 8.088 -5.758 1.602
Br 7.630 -4.487 -1.287
H 9.647 -5.525 -0.301
C 8.287 8.163 -0.120
Br 7.428 9.859 -0.440
Br 7.885 6.886 -1.509
Br 10.188 8.359 0.139
H 7.878 7.768 0.801
C 5.482 2.294 6.582
Br 5.858 2.866 4.779
Br 6.295 0.588 6.978
Br 5.981 3.636 7.874
H 4.411 2.162 6.658
C 8.305 -8.992 -0.943
Br 7.869 -10.546 0.112
Br 10.156 -8.994 -1.492
Br 7.114 -8.790 -2.446
H 8.164 -8.127 -0.308
C -2.771 2.957 3.869
Br -1.736 2.031 2.529
Br -1.818 4.471 4.591
Br -4.519 3.453 3.217
H -2.926 2.263 4.684
C -4.594 9.584 2.146
Br -3.188 10.750 2.768
Br -5.579 8.806 3.608
Br -5.758 10.475 0.891
H -4.119 8.769 1.614
C 2.542 4.235 -6.534
Br 3.665 3.315 -5.264
Br 2.334 3.232 -8.167
Br 0.838 4.716 -5.765
H 3.046 5.157 -6.789
C -3.410 4.241 8.810
Br -4.091 6.013 8.474
Br -3.953 2.999 7.441
Br -1.496 4.243 9.051
H -3.847 3.902 9.739
C 2.247 -9.437 4.533
Br 3.399 -10.101 5.932
Br 2.350 -10.526 2.945
Br 0.431 -9.229 5.141
H 2.606 -8.451 4.267
C 9.475 -4.813 5.371
Br 9.336 -3.031 4.642
Br 7.744 -5.640 5.565
Br 10.674 -5.918 4.342
H 9.898 -4.719 6.361
*
```


Question: What is the formula in the first record?
Answer: C26H33As2I2N2O2Pd